1.
{"formula": "C10H11Cl6IrW", "method": "ωB97M-V/def2-TZVPD", "s2": 12.0303, "spin_multiplicity": 7, "relative_energy_kcal_mol": 15.90, "gap_ev": [3.793, 7.072], "lumo_ev": [-1.345, -2.485], "symbols": ["Ir", "W", "Cl", "Cl", "Cl", "Cl", "Cl", "Cl", "C", "C", "C", "C", "C", "C", "C", "C", "C", "C", "H", "H", "H", "H", "H", "H", "H", "H", "H", "H", "H"], "xyz": [[-0.55452, -0.09552, 0.71073], [0.04013, -0.23110, -3.49595], [0.54557, 3.01183, 5.28606], [2.34254, -2.08844, 5.07680], [1.03958, -2.40807, 2.24210], [-0.81564, 2.62272, 2.47085], [-0.55250, 0.87773, -1.33445], [2.06528, 0.62519, 6.59371], [0.18938, 0.12079, 2.55036], [0.67314, 1.52211, 4.48659], [-2.21221, -1.08551, 0.93647], [1.37861, 0.44933, 5.06392], [-1.79435, 0.48989, -3.99425], [0.47237, -1.73036, -4.67136], [0.90916, -0.95090, 3.13484], [1.50157, -0.78539, 4.39618], [0.06059, 1.35738, 3.23219], [1.64109, 1.01325, -3.39752], [2.27212, 1.12671, -4.27568], [-2.04311, 1.48270, -3.62196], [1.50183, -2.06468, -4.89173], [2.30444, 0.56108, -2.64698], [-2.51644, -0.16937, -3.49182], [-2.08936, 0.46432, -5.03961], [-2.03511, -1.88941, 1.66507], [-3.01137, -0.40925, 1.29158], [-2.49294, -1.49869, -0.04460], [-0.27634, -2.33428, -5.21425], [1.45651, 2.01596, -3.01728]], "nbo_charge": [0.934, 1.151, 0.084, 0.082, 0.072, 0.065, -0.395, 0.098, -0.314, -0.106, -0.808, -0.077, -1.042, -0.764, -0.072, -0.098, -0.064, -1.050, 0.215, 0.217, 0.177, 0.200, 0.198, 0.214, 0.219, 0.226, 0.236, 0.177, 0.221]}

2.
{"formula": "C10H11Cl6PtV", "method": "ωB97M-V/def2-TZVPD", "s2": 12.0204, "spin_multiplicity": 7, "relative_energy_kcal_mol": 0.00, "gap_ev": [7.839, 5.217], "lumo_ev": [-0.345, -3.781], "symbols": ["Pt", "V", "Cl", "Cl", "Cl", "Cl", "Cl", "Cl", "C", "C", "C", "C", "C", "C", "C", "C", "C", "C", "H", "H", "H", "H", "H", "H", "H", "H", "H", "H", "H"], "xyz": [[0.41022, -0.60038, -0.64508], [-0.22543, 1.95448, -1.52104], [-2.19278, -4.05801, 3.10894], [-0.19697, 1.68658, 1.76852], [-0.97793, -3.34580, 0.25691], [-0.84434, 0.93944, 4.79235], [-1.85663, -1.98844, 5.47540], [-1.35251, 3.66422, -2.57650], [-1.32579, -1.58884, 3.89254], [-0.92691, -2.20123, 1.54962], [-0.41975, -0.92944, 1.30369], [2.14059, 0.42298, -0.21659], [1.00347, -0.83300, -2.53909], [-0.51984, 0.06207, 2.25502], [1.59033, 2.23833, -2.59524], [-1.49898, -0.06757, -1.39633], [-1.42057, -2.54207, 2.84258], [-0.89586, -0.27224, 3.58673], [2.06222, 1.49270, 0.04236], [-2.14619, -0.92590, -1.14996], [2.45244, 1.57165, -2.56293], [1.96540, -0.47416, -2.97355], [0.18356, -0.82901, -3.30038], [2.90196, 0.26634, -0.98689], [-1.48510, 0.05986, -2.48283], [1.28865, 2.44462, -3.62931], [1.83460, 3.19663, -2.11371], [-1.95419, 0.79667, -0.87559], [2.40634, -0.14047, 0.69036]], "nbo_charge": [0.809, 1.012, 0.058, 0.046, 0.034, 0.060, 0.066, -0.560, -0.099, -0.087, -0.372, -0.840, -0.623, -0.082, -0.560, -0.930, -0.074, -0.082, 0.198, 0.272, 0.214, 0.139, 0.143, 0.193, 0.213, 0.224, 0.213, 0.187, 0.231]}

3.
{"formula": "C10H11CoNO5Te", "method": "ωB97M-V/def2-TZVPD", "s2": 6.0143, "spin_multiplicity": 5, "charge": -1, "gap_ev": [6.762, 5.868], "lumo_ev": [2.382, 1.555], "symbols": ["Te", "Co", "O", "O", "O", "O", "O", "N", "C", "C", "C", "C", "C", "C", "C", "C", "C", "C", "H", "H", "H", "H", "H", "H", "H", "H", "H", "H", "H"], "xyz": [[0.39593, 1.97763, -1.49447], [-0.30443, 0.08459, -0.22644], [-1.31753, -1.85886, 3.31046], [-3.27300, -0.01823, 2.58078], [2.15803, 0.64005, 1.12756], [-1.94595, 0.53650, 0.86203], [-0.06897, -1.01306, 1.65322], [0.10742, -1.45301, -1.52096], [-1.08561, -1.12394, 2.37469], [-0.85855, -2.79649, -3.25996], [2.66392, -1.53333, 0.15129], [-2.26769, -0.07211, 1.90461], [1.33439, -1.78397, -1.98422], [1.50654, -2.63573, -3.06071], [0.40222, -3.16467, -3.71747], [2.50482, -1.13415, -1.32002], [3.13417, -0.36101, 1.01320], [-0.95636, -1.95942, -2.17090], [3.41979, -1.34925, -1.87563], [2.31649, -0.05281, -1.36483], [3.36393, -2.36436, 0.24025], [3.42434, -0.73198, 2.00887], [1.69772, -1.84811, 0.54378], [1.39046, 0.25708, 1.58598], [4.01124, 0.12176, 0.56663], [0.52005, -3.83424, -4.55602], [-1.92842, -1.67810, -1.78357], [-1.75113, -3.16602, -3.74022], [2.50854, -2.90099, -3.37055]], "nbo_charge": [-0.576, 1.307, -0.662, -0.661, -0.750, -0.853, -0.909, -0.541, 0.670, -0.272, -0.442, 0.664, 0.278, -0.253, -0.145, -0.490, -0.048, 0.060, 0.204, 0.270, 0.198, 0.165, 0.254, 0.504, 0.162, 0.214, 0.215, 0.222, 0.217]}

4.
{"formula": "C10H11F12N2O14S4Zr", "method": "ωB97M-V/def2-TZVPD", "spin_multiplicity": 1, "charge": 1, "gap_ev": 6.371, "lumo_ev": -6.487, "symbols": ["Zr", "S", "S", "S", "S", "F", "F", "F", "F", "F", "F", "F", "F", "F", "F", "F", "F", "O", "O", "O", "O", "O", "O", "O", "O", "O", "O", "O", "O", "O", "O", "N", "N", "C", "C", "C", "C", "C", "C", "C", "C", "C", "C", "H", "H", "H", "H", "H", "H", "H", "H", "H", "H", "H"], "xyz": [[-21.66691, -23.59215, -17.99476], [-20.65365, -20.39403, -19.21862], [-20.58288, -22.32775, -20.99732], [-22.18852, -26.38282, -15.90813], [-24.40626, -25.25561, -16.82870], [-23.35729, -20.44266, -19.39282], [-22.49571, -18.56518, -18.85162], [-17.97250, -21.98521, -21.92128], [-25.84775, -23.57515, -15.48320], [-23.08374, -28.12466, -17.76550], [-18.18408, -22.05665, -19.84218], [-25.45533, -25.25965, -14.31223], [-23.81141, -23.79218, -14.73384], [-18.50711, -23.87733, -21.08928], [-20.96872, -27.79844, -17.80998], [-21.92193, -29.07904, -16.28036], [-22.37626, -19.30303, -20.91940], [-20.85725, -21.28185, -21.96807], [-20.83401, -26.03480, -15.56570], [-23.25886, -23.83092, -19.62743], [-19.65219, -19.86467, -20.09079], [-25.02128, -24.49954, -17.88432], [-23.37156, -22.27574, -17.28866], [-20.41343, -20.04965, -17.82918], [-21.56339, -22.11977, -16.35872], [-24.28946, -16.21443, -12.34646], [-26.19765, -17.01147, -13.20969], [-21.12357, -23.61640, -21.36341], [-25.81287, -17.09840, -10.93916], [-23.12406, -26.69640, -14.85903], [-24.94809, -26.59759, -16.79165], [-22.58787, -25.12432, -16.91618], [-21.08963, -22.03237, -19.30136], [-25.41799, -16.71042, -14.33782], [-23.20262, -20.73723, -15.24893], [-24.05724, -16.38484, -13.72083], [-22.34148, -19.59201, -19.64092], [-22.93546, -17.40658, -13.97209], [-22.00857, -27.98964, -17.01970], [-22.75633, -21.73284, -16.31941], [-25.45323, -16.86155, -12.03320], [-18.66426, -22.59057, -20.96796], [-24.89655, -24.42183, -15.13430], [-23.26816, -18.39390, -13.62961], [-25.81118, -15.81510, -14.81929], [-24.23792, -20.45300, -15.42088], [-22.68027, -17.65074, -15.00597], [-22.01437, -17.13040, -13.46320], [-23.96304, -23.22576, -19.90615], [-23.59285, -15.48505, -14.12805], [-23.29402, -24.56770, -20.25676], [-23.17102, -21.27017, -14.29941], [-25.26176, -17.51092, -15.06148], [-22.44935, -19.95806, -15.33208]], "nbo_charge": [2.692, 2.136, 2.074, 2.147, 2.061, -0.324, -0.276, -0.266, -0.285, -0.294, -0.302, -0.247, -0.304, -0.275, -0.298, -0.268, -0.272, -0.810, -0.909, -0.960, -0.827, -0.880, -0.726, -0.890, -0.742, -0.479, -0.500, -0.911, -0.531, -0.841, -0.832, -1.356, -1.320, -0.087, -0.718, 0.060, 0.775, -0.633, 0.809, 0.870, 0.968, 0.808, 0.841, 0.190, 0.199, 0.260, 0.207, 0.239, 0.558, 0.195, 0.542, 0.277, 0.176, 0.279]}

5.
{"formula": "C10H11F3N2V", "method": "ωB97M-V/def2-TZVPD", "s2": 2.0246, "spin_multiplicity": 3, "charge": 1, "relative_energy_kcal_mol": 13.65, "gap_ev": [3.273, 4.242], "lumo_ev": [-7.974, -7.005], "symbols": ["V", "F", "F", "F", "N", "N", "C", "C", "C", "C", "C", "C", "C", "C", "C", "C", "H", "H", "H", "H", "H", "H", "H", "H", "H", "H", "H"], "xyz": [[-9.90408, 10.54183, 4.51834], [-11.13674, 10.45433, 5.94980], [-10.09799, 12.46654, 4.52657], [-8.71361, 13.73506, -1.83838], [-11.59411, 10.57309, 2.96241], [-8.47598, 17.11101, 4.54476], [-11.42855, 10.75289, 0.40041], [-8.72152, 13.62901, 0.46848], [-11.51049, 10.65270, 1.83718], [-9.73730, 15.47666, 6.13367], [-9.88636, 16.15084, 0.42774], [-9.05074, 16.40613, 5.24894], [-9.74440, 15.52285, -0.77328], [-9.03843, 14.18857, 1.66828], [-9.49888, 15.53295, 1.65005], [-9.03379, 14.30592, -0.72472], [-8.29421, 12.63526, 0.46876], [-10.11785, 16.02385, -1.65402], [-10.33362, 17.13445, 0.49543], [-9.54886, 16.12477, 2.56130], [-8.80721, 13.64609, 2.57058], [-10.56410, 15.11088, 5.51854], [-9.10320, 14.61428, 6.32715], [-10.11911, 15.87152, 7.06749], [-10.75328, 9.99826, -0.00258], [-11.14773, 11.74644, 0.05622], [-12.38791, 10.56689, -0.08884]], "nbo_charge": [1.936, -0.522, -0.561, -0.305, -0.502, -0.328, -0.773, -0.331, 0.518, -0.720, -0.178, 0.287, -0.292, -0.211, -0.221, 0.415, 0.207, 0.244, 0.228, 0.239, 0.202, 0.254, 0.246, 0.265, 0.287, 0.308, 0.306]}

6.
{"formula": "C10H11FNP", "method": "ωB97M-V/def2-TZVPD", "spin_multiplicity": 1, "relative_energy_kcal_mol": 54.55, "gap_ev": 7.585, "lumo_ev": 0.134, "symbols": ["P", "F", "N", "C", "C", "C", "C", "C", "C", "C", "C", "C", "C", "H", "H", "H", "H", "H", "H", "H", "H", "H", "H", "H"], "xyz": [[-0.64804, -2.91177, 0.45880], [5.47334, -0.04556, 0.02693], [0.01587, -0.01036, -0.28401], [4.14850, 0.00098, 0.03047], [2.04237, 0.93708, 0.62075], [2.11891, -1.01748, -0.87557], [-2.33101, 0.44435, 0.18717], [3.42155, 1.02174, 0.67496], [-1.08862, -1.47392, -0.13127], [-2.34786, -0.83314, -0.55106], [3.50792, -1.00861, -0.81944], [-0.84694, 1.00128, 0.11300], [1.37910, -0.00218, -0.11453], [-3.12818, -1.46343, -0.31766], [1.49770, -1.66455, -1.43312], [-0.76773, 1.92401, -0.59213], [-0.68108, 1.47220, 1.17390], [3.87563, 1.85174, 1.17313], [-2.53960, 0.33843, 1.15852], [4.23197, -1.82799, -1.15998], [1.68103, 1.56935, 1.30340], [-2.42170, -0.66098, -1.67890], [0.70203, -2.83561, 0.81418], [-3.02297, 1.13213, -0.35372]], "nbo_charge": [0.432, -0.324, -0.459, 0.378, -0.264, -0.211, -0.384, -0.266, -0.202, -0.498, -0.270, -0.201, 0.151, 0.238, 0.222, 0.187, 0.160, 0.224, 0.205, 0.235, 0.213, 0.230, -0.013, 0.216]}

7.
{"formula": "C10H11FO2S", "method": "ωB97M-V/def2-TZVPD", "spin_multiplicity": 1, "relative_energy_kcal_mol": 220.29, "gap_ev": [7.712, 7.713], "lumo_ev": [-0.614, -0.613], "symbols": ["S", "F", "O", "O", "C", "C", "C", "C", "C", "C", "C", "C", "C", "C", "H", "H", "H", "H", "H", "H", "H", "H", "H", "H", "H"], "xyz": [[2.18533, -0.78164, -0.26893], [3.86615, -0.84818, 0.00315], [2.07853, 0.52394, 0.75697], [2.22444, -0.32988, -1.67016], [-0.25931, -1.98464, -1.10177], [-1.05772, 0.02282, 0.01195], [-1.56474, -1.99724, -1.02616], [-2.63910, 1.97904, -0.44616], [-1.30266, 1.23827, -0.40320], [0.03756, -0.98322, 0.03797], [-1.74718, -1.24664, 0.30922], [2.76994, 1.75129, 0.44921], [-1.23862, -1.82340, 1.59086], [0.07479, -1.59861, 1.42584], [2.99216, 2.15574, 1.45402], [1.11864, -1.85894, 1.95160], [-2.35279, -2.47792, -1.55195], [-2.74407, 2.75959, 0.32302], [-2.71784, 2.33662, -1.42313], [-1.84240, -2.37483, 2.28775], [0.48213, -2.01085, -1.92584], [3.57410, 1.55259, -0.20544], [2.05041, 2.52271, -0.03673], [-3.48617, 1.37503, -0.19902], [-0.50157, 2.09836, -0.34306]], "nbo_charge": [1.826, -0.557, -0.721, -0.910, -0.195, 0.119, -0.172, -0.632, -0.203, -0.274, -0.023, -0.257, -0.220, -0.167, 0.203, 0.238, 0.218, 0.222, 0.220, 0.224, 0.245, 0.209, 0.176, 0.211, 0.220]}

8.
{"formula": "C10H11N2", "method": "ωB97M-V/def2-TZVPD", "spin_multiplicity": 1, "charge": 1, "relative_energy_kcal_mol": 130.54, "gap_ev": [6.192, 7.640], "lumo_ev": [-5.535, -5.171], "symbols": ["N", "N", "C", "C", "C", "C", "C", "C", "C", "C", "C", "C", "H", "H", "H", "H", "H", "H", "H", "H", "H", "H", "H"], "xyz": [[-1.78712, 0.34018, -1.17834], [0.69948, 0.43972, -3.16140], [-2.13066, -0.01246, 2.36982], [-0.82001, -0.37606, 2.67954], [0.92372, -0.01207, -0.69964], [-1.47557, 0.28526, 0.07274], [0.55759, 0.66194, -1.90447], [-0.12519, -0.15983, 0.39109], [-2.43560, 0.49864, 1.14816], [2.04610, -1.08927, -0.59609], [0.10654, -0.41647, 1.71540], [2.33095, 0.26122, -0.18166], [0.40561, 1.28888, -3.83781], [0.85477, -0.37091, -3.69961], [1.03184, -0.56139, 2.29237], [-3.42420, 0.70723, 0.72768], [-2.93176, -0.00338, 3.17062], [2.01872, -1.94509, 0.14617], [2.11630, 0.53429, 0.87161], [2.83428, 0.94070, -0.87503], [-2.54467, 0.90851, -1.58865], [-0.51788, -0.49671, 3.74004], [2.26676, -1.42294, -1.60252]], "nbo_charge": [-0.566, -0.737, -0.197, -0.144, -0.261, 0.174, 0.558, 0.031, -0.183, -0.332, -0.212, -0.342, 0.438, 0.424, 0.232, 0.234, 0.244, 0.269, 0.261, 0.251, 0.387, 0.237, 0.232]}